DFT (ωB97M-V/def2-TZVPD) results for a structure of composition C24H42BeCl3N4O3Si.

Last column: Löwdin charge in e.
Cartesian coordinates (Å):
C -1.06834 2.32427 -3.39740  -0.008
C 0.21850 1.82338 -2.78672  -0.382
H -1.20983 3.37159 -3.07709  0.092
H -1.88930 1.68394 -3.02942  0.079
H -1.07560 2.24889 -4.49368  0.087
C 1.47437 2.16297 -3.32213  -0.073
C 1.81101 3.34267 -4.12308  -0.105
H 2.19088 1.36076 -3.40295  0.104
H 1.38638 4.27551 -3.74346  0.078
H 1.53014 3.27907 -5.17987  0.079
H 2.90031 3.42834 -4.15620  0.071
Be -3.20565 -1.95267 0.15716  -0.771
Cl -2.05593 -3.36352 -0.87165  -0.025
Cl -4.97714 -2.52762 0.99420  -0.011
C 1.38646 -2.38396 1.21440  -0.321
O 1.70541 -1.53681 2.05887  -0.031
N 2.09460 -3.51154 0.99305  -0.184
C 3.35044 -3.72691 1.69468  -0.053
C 1.73111 -4.47086 -0.03944  -0.052
H 0.48258 -2.29139 0.57134  0.123
H 3.37617 -3.08084 2.57613  0.081
H 4.21212 -3.49746 1.04764  0.083
H 3.42141 -4.78109 1.99016  0.082
H 0.73094 -4.22212 -0.41890  0.051
H 1.72414 -5.48489 0.38970  0.085
H 2.45722 -4.44744 -0.86855  0.075
H 1.44478 4.01974 -0.51594  0.084
H 3.16214 2.32007 -1.05271  0.078
C 1.24538 3.66360 0.50131  -0.053
C 3.31587 2.40777 0.03371  -0.069
N 2.02180 2.45495 0.71139  -0.203
H 0.17833 3.45801 0.66668  0.079
C 1.73808 1.68174 1.81122  -0.298
O 0.67102 1.74908 2.43841  -0.015
H 3.88851 1.53978 0.38027  0.082
H 2.55860 0.99441 2.10158  0.134
H 1.57272 4.45468 1.19989  0.095
H 3.88484 3.33024 0.22577  0.088
O -0.02060 1.71129 -1.29698  -0.026
C 0.00963 0.48704 -1.97729  -0.190
C 2.26059 -0.35786 -1.02045  -0.044
C 1.18723 -0.44423 -1.93749  -0.152
H 2.13195 0.33344 -0.16638  0.083
C 3.40018 -1.17265 -1.15075  -0.083
H -1.02712 0.07668 -2.03295  0.086
C 1.29871 -1.43638 -2.94749  -0.022
H 4.23654 -1.05560 -0.45386  0.102
C 3.49556 -2.10676 -2.19611  -0.117
C 2.40981 -2.26960 -3.04767  -0.103
H 0.45388 -1.53658 -3.63948  0.126
H 4.37089 -2.74484 -2.31926  0.097
H 2.43269 -3.02097 -3.84104  0.103
Si -3.41832 2.14654 0.81354  0.605
Cl -3.40668 -0.58503 -1.16745  0.135
C -2.54895 3.02686 2.23510  -0.262
C -4.73409 1.11540 1.88275  -0.268
C -4.68467 3.16914 -0.18545  -0.262
H -1.50626 2.65797 2.32092  -0.014
H -3.11251 2.82548 3.17956  0.031
H -2.57995 4.10756 1.98500  0.015
H -4.27467 4.17194 -0.36135  0.002
H -5.61625 3.23918 0.40272  0.016
H -4.90461 2.67132 -1.14198  0.013
H -4.25219 0.48965 2.66539  0.010
H -5.32471 0.43472 1.23102  -0.014
H -5.38636 1.89453 2.35672  0.019
C -2.19957 -4.13431 2.58164  -0.044
C -1.80832 -2.70524 2.48184  -0.369
N -2.12101 -1.77666 1.55515  -0.020
C -1.51237 -0.58791 1.95258  -0.118
C -0.84908 -0.79645 3.12598  -0.097
N -1.03340 -2.13207 3.45358  0.100
H -1.60135 -4.66755 3.34089  0.075
H -3.21555 -4.13242 2.99204  0.066
H -2.17019 -4.67507 1.61671  0.053
H -1.64180 0.30875 1.36724  0.048
H -0.24060 -0.09024 3.69146  0.107
H -0.88094 -2.53547 4.37324  0.158

Forces on atoms 1 to 6 (eV/Å):
-0.1 0.2 0.0
-3.0 -2.2 1.7
-0.3 -0.3 -0.3
0.2 0.6 0.0
0.2 0.2 0.2
1.2 -0.5 -0.3

Calculated values
LUMO level (spin up / spin down), eV: 2.357 / 1.924
Energy relative to the best compared isomer or geometry (same formula, charge and spin), kJ/mol: 0.00
HOMO energy (spin up / spin down), Ha: -0.1996 / -0.1381
Calculated total energy, eV: -83523.6102
Charge: -1